Here is a single C7H8N2O2S molecule at a distorted geometry from the Open Molecules 2025 dataset. Energies are from ωB97M-V/def2-TZVPD.

ORCA input file:
```
! RIJCOSX wB97M-V def2-TZVPD def2/J DEFGRID3
* xyz 0 1
C 2.3526 1.2935 -0.8483
C 0.4373 1.9783 -0.1775
C 1.8869 0.3630 0.0192
C 1.0876 -2.0024 0.8651
C -0.1879 0.2262 1.4154
C -1.6249 -0.0393 0.9381
C -1.7568 -0.1436 -0.5625
N 1.4343 2.2731 -0.9901
N 0.6737 0.8375 0.5157
O 1.6156 -2.1238 -0.4567
O -2.9944 -0.7891 -0.8522
S 2.6117 -1.2065 0.4266
H 3.2364 1.2375 -1.5690
H -0.3891 2.7220 0.1912
H 1.1276 -3.0550 1.4571
H -2.3250 0.8277 1.2977
H -1.8926 -0.9455 1.4199
H -0.8764 -0.6850 -0.9213
H -1.6109 0.8989 -1.0087
H -2.8055 -1.6675 -1.1596
*
```

Output
**ΔE to the lowest compared entry with this formula, charge and spin**: 932.9 kJ/mol

Atom charges from the natural (NBO) analysis, given in e for atoms 1 to 8: C -0.034; C 0.183; C -0.162; C -0.254; C 0.261; C -0.574; C -0.084; N -0.463